Entry 1:
The following is a quantum chemistry calculation of a structure of composition C2H3N3OS in a non-equilibrium geometry, from OMol25.

The geometry in XYZ format:
```
10
Properties=species:S:1:pos:R:3:forces:R:3:mulliken_charge:R:1
C -1.264423 -1.062684 0.316587 1.81 2.05 0.67 0.246
C -3.442664 -0.403274 0.037595 0.13 2.53 -1.09 0.529
N -2.492461 -1.265000 0.231447 -0.95 -3.84 0.79 -0.558
N -0.708861 0.085530 -0.025829 -3.57 2.89 0.00 0.004
N 0.550200 0.583719 0.108815 -0.62 -1.20 -0.15 -0.659
O -4.580871 -0.549764 -0.239960 -0.97 0.04 0.21 -0.460
S -2.644213 1.347413 0.025898 2.39 -1.93 -0.28 -0.089
H -0.573194 -1.696576 0.798513 0.70 -1.49 0.11 0.437
H 0.741667 0.840515 -0.824859 1.16 0.60 -1.02 0.276
H 0.569894 1.407858 0.673294 -0.07 0.36 0.75 0.274
```
Positions in Å, forces in eV/Å.

Output
- energy relative to the best compared isomer or geometry (same formula, charge and spin) (eV) = 2.9406


Entry 2:
The following is a quantum chemistry calculation of a structure of composition C5H8N2S in a non-equilibrium geometry, from OMol25.

The geometry in XYZ format:
```
16
Properties=species:S:1:pos:R:3:forces:R:3:mulliken_charge:R:1
C -2.284197 -0.529694 0.468910 -0.99 -0.66 1.87 -0.682
C 0.041838 1.327364 -0.269899 1.12 -0.47 1.11 -0.390
C 1.391554 1.424790 -0.013923 0.89 0.80 0.49 -0.423
C 1.939410 0.127363 -0.124780 0.53 -1.50 -0.30 -0.268
C 0.862219 -0.729576 -0.394262 1.77 -2.55 -0.40 0.037
H -1.881228 -1.476724 1.096618 -1.37 2.00 -1.56 0.206
H -2.214107 0.373472 1.265326 -0.12 -1.63 -2.14 0.240
H -3.344204 -0.616279 0.044595 1.12 -0.27 1.48 0.362
H -1.960399 0.192846 -1.465336 0.92 -0.61 1.11 0.294
H -0.793556 1.901634 -0.008428 -0.69 1.30 -0.05 0.372
H 1.959875 2.292895 0.350877 -0.48 -0.42 -0.53 0.389
H 3.657421 -1.662961 0.994297 -0.02 3.13 -2.59 0.122
H 0.672892 -1.812706 -0.632909 0.98 1.30 0.34 0.354
N -1.527159 -0.453960 -0.761287 1.19 0.77 0.44 -0.715
N -0.207868 0.004072 -0.394506 -3.65 1.30 -1.95 0.392
S 3.687507 -0.362530 -0.155298 -1.19 -2.50 2.67 -0.291
```
Positions in Å, forces in eV/Å.

Output
- energy relative to the best compared isomer or geometry (same formula, charge and spin) (eV) = 3.9128


Entry 3:
The following is a quantum chemistry calculation of a structure of composition C29H29F5MoN2O3PTe in a non-equilibrium geometry, from OMol25.

The geometry in XYZ format:
```
71
Properties=species:S:1:pos:R:3:forces:R:3:mulliken_charge:R:1
Mo 0.441444 -1.126307 -1.139721 1.61 -0.14 1.07 -0.158
C -2.807136 3.750329 4.415059 0.03 -0.01 0.00 -0.406
C -1.628875 3.020807 4.523903 -0.03 0.01 0.01 -0.686
C -1.124200 2.354025 3.419867 0.00 0.03 -0.03 -0.022
C -1.791964 2.381510 2.193209 0.02 -0.04 -0.01 -0.323
C -2.969307 3.116191 2.096199 -0.04 0.01 0.01 -0.020
C -3.470147 3.799563 3.198657 0.00 -0.01 -0.02 -0.765
P -1.007721 1.436870 0.823671 -0.08 0.06 0.00 0.668
C -2.046411 1.876921 -0.619716 -0.02 0.02 -0.02 0.120
C -2.821576 0.946898 -1.305140 -0.05 0.05 0.01 -0.528
C -3.501755 1.314203 -2.460235 0.01 -0.01 0.02 -0.620
C -3.423027 2.612753 -2.935645 0.03 0.02 0.03 -0.490
C -2.642373 3.546311 -2.263824 -0.03 -0.02 0.04 -0.660
C -1.947609 3.174336 -1.126091 -0.06 -0.01 0.04 -0.221
C -1.566535 -0.273181 1.190393 -0.02 0.12 0.07 1.457
C -2.529990 -0.519740 2.171071 0.00 0.02 0.06 -0.333
C -2.911214 -1.811737 2.488888 0.06 -0.03 -0.06 -0.753
C -2.331621 -2.871198 1.806684 -0.02 0.03 0.02 -1.015
C -1.403021 -2.632501 0.805910 0.01 -0.04 -0.03 0.244
C -0.991008 -1.335885 0.475551 -0.35 0.25 -0.34 -0.378
H -3.203585 4.277107 5.274100 0.00 0.01 0.00 0.363
H -1.101226 2.977660 5.468677 0.00 0.00 0.00 0.387
H -0.200320 1.791227 3.506057 0.00 0.00 0.00 0.352
H -3.504803 3.150939 1.155845 0.01 -0.01 -0.01 0.384
H -4.389525 4.364758 3.105212 0.00 0.00 0.00 0.390
H -2.883968 -0.076349 -0.957605 -0.02 0.01 -0.02 0.377
H -4.081644 0.571053 -2.992391 0.00 -0.01 0.00 0.404
H -3.950209 2.894628 -3.838765 0.00 0.00 -0.01 0.349
H -2.552927 4.556213 -2.644357 0.01 0.00 0.00 0.383
H -1.306652 3.895142 -0.629795 0.01 -0.01 -0.02 0.379
H -2.988502 0.309904 2.694882 0.01 -0.02 0.00 0.341
H -3.658187 -1.985910 3.253842 0.00 0.00 0.00 0.397
H -2.615978 -3.891860 2.033073 -0.01 0.00 0.00 0.400
H -1.006141 -3.476070 0.259441 0.01 0.02 -0.01 0.578
N 2.166491 -1.391753 -2.956461 -0.25 0.02 -0.09 -0.190
C 2.130551 -0.372120 -4.010623 0.00 -0.04 0.04 -0.608
C 2.297727 1.025080 -3.421522 0.02 0.01 -0.08 -0.739
C 1.075974 1.515627 -2.672766 -0.14 -0.30 0.29 0.391
O 0.525293 2.559739 -2.916493 0.09 0.15 -0.09 -0.617
O 0.706931 0.720699 -1.683598 0.14 0.69 -0.11 0.570
H 3.090383 -1.455618 -2.540947 -0.02 0.11 0.06 0.206
H 1.965363 -2.318039 -3.340509 0.05 -0.03 0.02 0.227
H 1.161879 -0.456013 -4.505978 0.01 0.03 -0.01 0.325
H 2.906644 -0.537926 -4.764386 0.00 -0.02 -0.01 0.467
H 2.519834 1.750038 -4.202689 0.00 -0.01 -0.01 0.330
H 3.134923 1.011438 -2.714641 0.03 0.04 -0.02 0.221
F -0.783284 -0.928568 -2.756436 0.09 -0.06 0.32 -0.881
Te -0.685610 -3.512620 -3.228261 -0.68 -0.40 0.16 1.300
F -2.043661 -4.472427 -4.270651 0.23 -0.16 -0.32 -0.503
F -0.585704 -5.163256 -2.346965 0.14 0.01 0.04 -0.397
F -2.153398 -3.219316 -2.027062 -0.16 0.06 -0.01 -0.479
F 1.225907 -4.096632 -3.733402 0.02 0.06 -0.20 -0.639
O 0.345519 -2.857606 -1.500144 0.24 -0.26 0.08 -0.232
C 2.620083 -3.597918 0.902907 0.01 0.04 0.00 -1.022
C 3.274437 -2.330528 1.374805 0.03 -0.14 0.01 0.770
C 4.341085 -2.347868 2.260777 0.00 0.02 -0.02 -0.892
C 4.914795 -1.162731 2.702992 0.00 -0.01 0.00 -0.703
C 4.424042 0.056192 2.263469 -0.04 -0.02 -0.02 -0.829
C 3.355937 0.118179 1.374710 0.06 0.16 0.01 0.883
C 2.812661 1.441527 0.913490 0.06 -0.03 0.03 -1.080
C 2.791849 -1.086105 0.931374 -0.15 -0.04 -0.07 -0.039
N 1.734044 -1.082714 0.050235 -0.90 -0.20 -0.83 0.137
H 3.220781 -4.466625 1.171469 0.00 0.01 0.02 0.424
H 2.456205 -3.597151 -0.175075 0.00 0.00 0.00 0.060
H 1.632145 -3.705207 1.356542 -0.02 0.00 -0.02 0.192
H 4.725882 -3.300581 2.604933 0.00 0.00 0.00 0.392
H 5.751026 -1.191525 3.390848 0.00 0.00 0.01 0.388
H 4.873605 0.979663 2.610016 0.00 0.00 0.00 0.437
H 3.610448 2.183433 0.855759 0.01 0.00 0.00 0.493
H 2.056862 1.813766 1.609442 0.00 -0.03 -0.03 0.131
H 2.320082 1.356860 -0.052077 -0.01 0.02 0.00 -0.088
```
Positions in Å, forces in eV/Å.

Output
- net charge = -1
- energy relative to the best compared isomer or geometry (same formula, charge and spin) (eV) = 0.8690


Entry 4:
The following is a quantum chemistry calculation of a structure of composition C27H16ClIN6O2Tc, from OMol25.

The geometry in XYZ format:
```
54
Properties=species:S:1:pos:R:3:forces:R:3:mulliken_spin:R:1
Tc -0.904144 0.354749 0.608481 0.34 -0.27 -0.70 0.067
Cl -0.539982 -3.385465 6.419987 0.03 -0.02 0.03 0.007
C -1.071010 -2.593545 4.940783 -0.05 -0.01 0.00 -0.025
C -2.412611 -2.649343 4.624770 0.00 -0.04 0.03 0.031
C -2.862894 -2.035410 3.464968 -0.09 -0.08 -0.30 -0.009
I -4.891087 -2.146220 2.947075 0.09 0.01 0.04 0.001
C -1.996155 -1.368180 2.587873 0.08 0.04 0.36 0.048
O -2.393013 -0.762451 1.486369 0.08 0.19 -0.07 0.019
C -0.632359 -1.289749 2.974641 -0.11 -0.09 0.07 0.073
N 0.161957 -0.537024 2.129465 0.16 -0.04 0.08 0.233
C 1.493508 -0.466085 2.410312 0.00 0.02 0.01 0.132
C 2.051263 -1.067964 3.507214 -0.02 0.01 -0.03 -0.048
C 1.259142 -1.798219 4.414090 0.03 -0.03 0.06 0.477
C -0.126972 -1.916301 4.143642 0.00 0.04 -0.08 -0.085
H -3.101778 -3.170290 5.274457 0.00 0.00 0.01 0.009
H 2.081814 0.108618 1.706535 -0.01 0.01 0.00 0.046
H 3.117862 -0.967890 3.669596 0.01 0.00 0.00 -0.001
H 1.684977 -2.266217 5.289379 0.00 0.00 0.00 0.042
O 0.310310 2.030066 0.614453 -0.10 0.22 -0.15 -0.022
C 0.817168 2.760894 -0.302390 -0.18 -0.23 0.10 -0.002
C 1.530346 3.923532 0.117913 0.17 0.17 0.04 0.000
C 2.168679 4.772464 -0.746076 -0.10 -0.12 0.06 0.004
C 2.131393 4.532288 -2.125992 0.05 0.05 -0.09 0.000
C 1.422698 3.443336 -2.577101 -0.03 -0.01 0.00 0.000
C 0.748271 2.547987 -1.723986 0.17 0.18 0.22 0.011
C -0.039155 1.536702 -2.408586 -0.19 -0.19 -0.22 0.024
N -0.235014 0.240951 -2.172425 -0.07 0.17 -0.11 -0.005
C -1.046980 -0.277954 -3.164745 -0.02 -0.05 -0.02 0.007
C -1.356027 0.713327 -4.021299 0.04 0.04 0.02 -0.002
N -0.697632 1.837246 -3.564872 -0.01 -0.06 0.15 0.004
H 1.548540 4.094941 1.187240 0.00 0.00 0.00 0.001
H 2.704468 5.631424 -0.356707 0.00 0.00 0.01 0.001
H 2.649794 5.179394 -2.822135 -0.01 -0.01 0.00 0.000
H 1.396102 3.244106 -3.643445 0.00 -0.01 0.01 0.001
H -1.347637 -1.309231 -3.127412 -0.01 0.01 0.00 -0.001
H -2.002041 0.739495 -4.879026 -0.01 0.00 0.01 -0.001
H -1.005117 2.776525 -3.757754 0.04 0.01 -0.02 0.001
C -0.052695 -0.443690 -0.874147 -0.41 0.17 0.63 -0.052
C 0.750126 -1.651629 -1.038575 0.22 -0.29 -0.05 0.023
C 0.673055 -2.701258 -0.099300 -0.02 0.14 -0.12 0.004
C 1.449579 -3.837326 -0.222941 0.06 -0.03 -0.05 -0.008
C 2.325422 -3.995901 -1.295862 -0.03 0.04 0.01 -0.002
C 2.403503 -2.985417 -2.245249 0.03 -0.06 0.04 0.000
C 1.634112 -1.838226 -2.122536 -0.11 0.02 0.16 -0.002
H -0.018817 -2.602896 0.725555 -0.01 0.01 0.02 0.000
H 1.366939 -4.617322 0.525817 -0.01 0.02 0.00 0.000
H 2.930446 -4.890524 -1.388522 -0.01 0.01 0.00 0.000
H 3.080926 -3.084225 -3.087710 -0.01 0.00 0.00 0.000
H 1.732743 -1.056819 -2.867164 0.00 0.00 0.00 0.000
N -2.245111 1.459317 -0.650942 -0.09 0.01 -0.14 -0.024
C -2.887712 2.055397 -1.413284 0.05 -0.07 0.18 0.017
N -3.443785 2.708204 -2.398836 -0.05 0.14 -0.17 0.001
C -4.638618 3.249933 -2.311695 0.11 -0.05 0.03 0.000
N -5.676799 3.771872 -2.359905 -0.05 0.02 0.00 0.001
```
Positions in Å, forces in eV/Å.

Output
- net charge = -2
- expectation value of S² = 0.79
- energy relative to the best compared isomer or geometry (same formula, charge and spin) (eV) = 0.7409
- multiplicity = 2


Entry 5:
The following is a quantum chemistry calculation of the molecule C2H9N2PS in a non-equilibrium geometry, from OMol25.

The geometry in XYZ format:
```
15
Properties=species:S:1:pos:R:3:forces:R:3:mulliken_charge:R:1
C -0.328630 -0.764826 1.674022 -0.47 2.21 -1.54 -0.945
P 0.621141 -0.380600 0.084960 -3.33 -0.36 -1.22 0.559
C -0.066461 -1.512436 -1.276360 -1.60 1.44 2.13 -1.075
S 2.499675 -0.281939 0.124040 1.24 -0.01 0.45 -0.410
N -0.128148 1.060851 -0.582474 1.69 -1.43 1.08 -0.098
N 0.258341 2.289462 -0.113766 -1.18 2.72 1.79 -0.650
H 0.101137 -1.583595 2.198916 -0.12 -0.98 0.22 0.348
H -0.023932 0.128370 2.228569 -0.27 0.00 0.33 0.300
H -1.472091 -0.699298 1.521522 1.95 -0.55 0.24 0.291
H 0.292730 -0.896613 -2.084595 -0.49 -0.22 -0.89 0.363
H 0.388985 -2.466530 -1.278365 0.59 -0.90 0.09 0.365
H -1.215289 -1.650130 -1.136392 1.98 0.52 -0.65 0.275
H -0.991343 0.956198 -1.033663 -1.38 -0.06 -0.64 0.251
H -0.453610 2.830809 0.499246 1.28 -1.69 -1.18 0.223
H 0.517500 2.970284 -0.825655 0.11 -0.69 -0.20 0.203
```
Positions in Å, forces in eV/Å.

Output
- SMILES string = CP(C)(=S)NN
- energy relative to the best compared isomer or geometry (same formula, charge and spin) (eV) = 0.0000


Entry 6:
The following is a quantum chemistry calculation of the ion C8H10I2NO with charge +1 in a non-equilibrium geometry, from OMol25.

The geometry in XYZ format:
```
22
Properties=species:S:1:pos:R:3:forces:R:3:mulliken_spin:R:1
C 0.520202 -1.098633 -0.667348 -0.08 -0.92 -0.70 0.050
C -1.404937 0.147267 0.043108 -1.13 -0.24 -0.37 0.106
C -0.231329 -1.687943 -1.657694 0.56 -0.07 0.24 0.013
C -2.160548 -0.440026 -0.946942 -0.13 0.37 0.39 -0.009
C -0.046615 -0.152767 0.188796 0.99 0.95 1.80 0.101
C -1.583419 -1.368754 -1.815890 -0.31 0.17 0.08 0.187
C 2.513734 0.484583 1.152395 -3.99 -0.10 -0.23 -0.013
C 0.704600 0.494062 1.289365 4.67 1.66 -4.51 0.366
N 0.407929 1.954555 1.344965 -0.30 0.10 -0.56 -0.012
O -2.268377 -1.978259 -2.782796 0.14 -0.06 -0.02 0.076
I 3.079070 1.604545 -0.576875 0.09 -0.16 0.24 0.007
I 0.282234 -0.357643 3.278757 -1.09 -1.75 3.21 1.097
H 1.553639 -1.380712 -0.566457 0.17 0.01 0.00 0.009
H -1.911418 0.813490 0.730930 -0.04 0.02 0.00 0.010
H 0.199972 -2.414410 -2.324783 0.13 -0.10 -0.11 -0.002
H -3.207942 -0.190639 -1.038465 -0.10 0.01 -0.02 -0.003
H 2.887191 0.943910 2.057546 0.12 0.12 0.05 -0.001
H 2.829670 -0.546719 1.073257 0.10 -0.02 -0.05 0.003
H -0.608057 2.112510 1.226534 0.66 0.17 0.13 0.010
H 0.931584 2.402393 0.550494 -0.39 0.01 0.48 0.002
H 0.712614 2.376900 2.235377 -0.15 -0.20 -0.11 0.006
H -3.199797 -1.717708 -2.794273 0.09 0.02 0.04 -0.004
```
Positions in Å, forces in eV/Å.

Output
- net charge = +1
- expectation value of S² = 2.02
- calculated total energy (eV) = -28186.33937
- multiplicity = 3